Record 1
Molecular formula: C3H9NOS
Method: DFT, ωB97M-V/def2-TZVPD

```
15
Properties=species:S:1:pos:R:3:forces:R:3:lowdin_charge:R:1
C -1.72885 -0.35899 -0.07966 0.26 3.40 1.68 -0.260
O -2.63793 -0.30078 -1.15301 -0.57 0.42 0.60 -0.047
C -0.22273 -0.22746 -0.49218 -2.44 -1.62 -3.10 -0.495
C 0.64586 -0.79942 0.62196 -2.27 0.10 3.01 -0.554
S 2.00644 0.27087 1.08293 0.86 -2.05 -3.49 1.044
N 0.00121 1.14996 -0.87676 0.70 -0.55 1.79 0.041
H -1.71967 0.64298 0.55543 -0.78 -1.77 -0.81 0.160
H -1.94621 -1.15856 0.58733 -0.01 -1.07 0.46 0.103
H -3.54696 -0.02895 -0.81858 1.82 -0.51 -0.54 0.145
H -0.25558 -0.85044 -1.45124 0.93 0.23 1.10 0.171
H 0.92706 -1.88607 0.45196 -0.05 1.34 0.41 0.135
H -0.05005 -0.69455 1.60518 1.57 -0.70 -1.89 0.138
H 2.54980 -0.35650 -0.98548 -0.20 1.19 2.61 0.336
H 0.04078 1.24156 -1.86762 0.50 0.54 -0.51 0.094
H 0.82714 1.42833 -0.34323 -0.32 1.05 -1.31 -0.011
```
Forces are in eV/Å.

Results
**⟨S²⟩**: 0.85
**F_max**: 4.270 eV/A
**HOMO-LUMO gap (alpha / beta)**: 5.137 / 4.535 eV
**ΔE to the lowest compared entry with this formula, charge and spin**: 525.28 kJ/mol
**Molecular weight**: 107.178 g mol⁻¹
**Multiplicity**: 2
**Charge**: +1
**E_tot**: -17615.6099 eV



Record 2
Molecular formula: C3H9NS
Method: DFT, ωB97M-V/def2-TZVPD

```
14
Properties=species:S:1:pos:R:3:forces:R:3:lowdin_charge:R:1
C 0.11505 0.70357 -0.73400 1.52 0.38 -0.26 -0.345
C -0.42198 0.06191 0.54916 -1.66 1.65 3.78 -0.336
C 0.51621 -1.06970 1.22255 -2.78 1.53 -1.18 -0.522
S 0.23678 -2.48683 0.04628 2.44 -0.19 0.07 0.642
N -0.56957 1.78399 -1.49350 -1.32 -1.44 1.15 -0.010
H 0.12749 -0.13008 -1.40018 0.19 -0.57 -0.82 0.061
H 1.18556 1.02603 -0.68177 -0.71 -0.37 0.56 0.122
H -0.64927 0.86990 1.46208 0.81 -1.58 -2.33 0.142
H -1.48031 -0.37811 0.42932 1.59 0.51 -0.24 0.100
H 0.10321 -1.22974 2.25651 0.49 -0.42 -1.18 0.074
H 1.48176 -0.61107 1.30621 0.81 -0.50 -0.19 0.055
H 1.53613 -2.60293 -0.55280 -1.75 0.23 0.98 -0.095
H -0.64861 2.63499 -0.95721 0.36 0.27 0.36 0.050
H -1.53245 1.42808 -1.45265 0.00 0.50 -0.71 0.063
```
Forces are in eV/Å.

Results
**F_max**: 4.445 eV/A
**HOMO-LUMO gap**: 9.893 eV
**ΔE to the lowest compared entry with this formula, charge and spin**: 130.26 kJ/mol
**Molecular weight**: 91.179 g mol⁻¹
**Multiplicity**: 1
**Structure (SMILES)**: NCCCS
**E_tot**: -15580.9805 eV



Record 3
Molecular formula: C3H9NS
Method: DFT, ωB97M-V/def2-TZVPD

```
14
Properties=species:S:1:pos:R:3:forces:R:3:lowdin_charge:R:1
C 0.73690 2.63705 -0.45163 0.38 -0.58 -0.42 -0.164
N 0.68235 2.88900 0.78100 -2.25 -0.40 0.11 0.012
H -0.00123 3.03293 -1.15810 0.57 0.98 0.10 0.060
H 1.47130 1.96554 -0.92522 -0.38 -0.48 0.26 0.060
H 0.92958 2.10969 1.38741 1.68 0.47 -0.04 0.040
C -1.24100 -0.76590 1.02878 0.62 -1.42 -1.10 -0.396
S -0.13452 -2.22539 0.83875 -0.05 0.25 0.06 0.702
C 0.33807 -2.01648 -0.89729 0.68 -0.45 0.56 -0.434
H -0.70840 0.07361 0.59586 -0.04 0.42 0.55 -0.002
H -2.09667 -0.97132 0.38883 -0.36 0.22 0.41 0.030
H -1.45963 -0.74446 2.08735 -0.23 0.52 0.01 0.024
H 1.33975 -2.43386 -0.99885 0.10 0.08 0.09 0.024
H 0.41166 -0.95387 -1.09789 -0.22 0.07 -0.39 0.017
H -0.26816 -2.59653 -1.57901 -0.51 0.34 -0.19 0.027
```
Forces are in eV/Å.

Results
**F_max**: 2.284 eV/A
**HOMO-LUMO gap**: 9.411 eV
**ΔE to the lowest compared entry with this formula, charge and spin**: 177.06 kJ/mol
**Molecular weight**: 91.179 g mol⁻¹
**Multiplicity**: 1
**Structure (SMILES)**: C=N.CSC
**E_tot**: -15580.4954 eV



Record 4
Molecular formula: C3H9NS
Method: DFT, ωB97M-V/def2-TZVPD

```
14
Properties=species:S:1:pos:R:3:forces:R:3:lowdin_charge:R:1
C 0.60208 1.12034 -1.83573 -1.13 -0.19 0.59 -0.507
S 1.35833 2.22135 -0.59926 0.56 -0.29 -0.15 0.613
H 0.98075 0.11579 -2.02970 0.89 0.39 0.18 0.028
H 0.46542 1.68281 -2.74647 -0.03 -0.06 -0.27 0.013
H -0.36503 0.88984 -1.38940 -0.24 0.23 -0.41 -0.003
C -1.53198 -2.13310 0.88990 1.39 -0.87 0.86 -0.302
C -0.68427 -1.60555 -0.01183 -0.77 0.00 -0.22 -0.052
N -1.26465 -2.15222 2.23590 0.06 -0.24 0.94 0.031
H -2.31084 -2.86299 0.67961 -0.66 0.93 -0.55 0.106
H 0.37419 -1.45893 0.17911 -0.32 0.67 0.31 0.052
H -1.10556 -1.33539 -0.96549 0.33 -0.50 -0.48 0.027
H 0.39919 2.10829 0.32096 -0.04 -0.06 0.05 -0.173
H -0.67139 -1.50472 2.72748 0.14 0.08 -0.60 0.088
H -1.69643 -2.81516 2.85352 -0.18 -0.07 -0.25 0.077
```
Forces are in eV/Å.

Results
**F_max**: 1.851 eV/A
**HOMO-LUMO gap**: 8.978 eV
**ΔE to the lowest compared entry with this formula, charge and spin**: 158.37 kJ/mol
**Molecular weight**: 91.179 g mol⁻¹
**Multiplicity**: 1
**Structure (SMILES)**: C=CN.CS
**E_tot**: -15580.6891 eV



Record 5
Molecular formula: C3H9NS
Method: DFT, ωB97M-V/def2-TZVPD

```
14
Properties=species:S:1:pos:R:3:forces:R:3:lowdin_charge:R:1
C 1.95033 -0.85150 -0.29842 -0.40 0.01 -0.51 -0.418
S 1.49932 0.85050 0.09429 0.29 0.20 0.12 0.781
H 1.25851 -1.17736 -1.06962 0.05 -0.27 -0.06 0.021
H 2.96221 -0.89807 -0.70265 -0.05 0.17 0.20 0.031
H 1.83527 -1.51753 0.55057 0.15 0.05 0.22 0.035
C -1.58231 0.46918 -0.81952 0.47 -0.29 0.61 -0.133
C -0.01809 0.51936 1.03113 0.81 -0.41 -0.09 -0.568
N -0.96136 -0.28434 0.29328 -0.88 0.33 -0.26 -0.185
H -2.28848 1.21177 -0.44750 -0.01 0.33 -0.06 0.072
H -2.12444 -0.20378 -1.47542 0.09 -0.11 -0.15 0.071
H -0.75443 0.95403 -1.33838 -0.32 0.05 -0.28 0.048
H -0.38292 1.50281 1.34239 -0.03 0.06 0.11 0.073
H 0.30852 -0.07784 1.88489 -0.23 0.26 0.23 0.074
H -1.70214 -0.49725 0.95497 0.06 -0.37 -0.09 0.098
```
Forces are in eV/Å.

Results
**F_max**: 0.977 eV/A
**HOMO-LUMO gap**: 9.544 eV
**ΔE to the lowest compared entry with this formula, charge and spin**: 50.23 kJ/mol
**Molecular weight**: 91.179 g mol⁻¹
**Multiplicity**: 1
**Structure (SMILES)**: CNCSC
**E_tot**: -15581.8099 eV



Record 6
Molecular formula: C3H9NS
Method: DFT, ωB97M-V/def2-TZVPD

```
14
Properties=species:S:1:pos:R:3:forces:R:3:lowdin_charge:R:1
C -1.24081 -0.07145 0.70106 -3.26 -2.81 2.62 -0.455
C -0.70426 1.18264 0.26921 1.17 0.01 -3.58 -0.272
C 0.53118 0.65407 -0.74138 2.69 5.70 2.58 -0.556
H -2.95411 -0.60463 -1.12385 3.72 0.68 3.49 0.163
H -2.10063 -1.81390 -0.15052 0.42 2.99 -1.10 0.087
H -0.28556 -0.62410 1.18653 -2.27 0.13 -1.91 0.067
H -1.85789 -0.01787 1.76018 0.67 0.25 -2.70 0.137
H -0.41198 1.45652 1.27888 0.77 2.14 -0.56 0.095
H -1.42432 1.76304 -0.47964 1.51 -0.59 2.35 0.149
H 1.16101 1.61886 -1.30468 -1.81 -2.64 1.91 0.130
H 0.21636 0.09989 -1.50727 -1.86 -2.07 -2.78 -0.030
H 1.66956 -1.76309 -0.46767 -0.15 3.21 1.21 -0.020
N -1.95669 -0.75230 -0.46707 -2.02 -4.54 -0.19 -0.096
S 1.76048 -0.34002 0.16901 0.41 -2.45 -1.33 0.600
```
Forces are in eV/Å.

Results
**F_max**: 6.810 eV/A
**HOMO-LUMO gap**: 9.432 eV
**ΔE to the lowest compared entry with this formula, charge and spin**: 432.21 kJ/mol
**Molecular weight**: 91.179 g mol⁻¹
**Multiplicity**: 1
**Structure (SMILES)**: NCCCS
**E_tot**: -15577.8510 eV



Record 7
Molecular formula: C3H9NS
Method: DFT, ωB97M-V/def2-TZVPD

```
14
Properties=species:S:1:pos:R:3:forces:R:3:lowdin_charge:R:1
C -0.29008 2.89199 -1.43632 0.79 -0.76 -0.23 -0.141
N 0.71060 3.28742 -0.77145 -0.94 0.38 0.49 0.026
H -0.46570 1.81447 -1.40152 -0.26 -0.02 -0.38 0.028
H -0.89325 3.46710 -2.13554 -0.24 0.26 0.33 0.074
H 0.72096 4.30799 -0.77649 0.57 0.06 -0.27 0.048
C 0.45777 -2.65781 1.33331 -0.67 -0.32 -1.81 -0.259
S -0.07654 -1.57509 -0.05848 0.05 0.24 1.30 1.136
C -0.58601 -0.16228 0.94677 0.63 -0.66 0.69 -0.291
H -0.10511 -2.39540 2.21760 0.36 0.19 0.28 0.062
H 1.54501 -2.56818 1.31813 0.02 0.14 0.53 0.079
H 0.19903 -3.67039 1.01521 0.13 -0.02 0.07 0.063
H -0.06863 -0.29654 1.89604 0.25 0.18 -0.04 0.055
H -0.29416 0.79802 0.53359 -0.42 0.03 -0.41 0.033
H -1.62984 -0.31047 1.23563 -0.26 0.32 -0.57 0.088
```
Forces are in eV/Å.

Results
**⟨S²⟩**: 0.75
**F_max**: 1.959 eV/A
**HOMO-LUMO gap (alpha / beta)**: 9.623 / 4.837 eV
**ΔE to the lowest compared entry with this formula, charge and spin**: 120.27 kJ/mol
**Molecular weight**: 91.179 g mol⁻¹
**Multiplicity**: 2
**Charge**: +1
**E_tot**: -15572.3704 eV



Record 8
Molecular formula: C3H9NS2
Method: DFT, ωB97M-V/def2-TZVPD

```
15
Properties=species:S:1:pos:R:3:forces:R:3:lowdin_charge:R:1
C -2.35828 -3.57595 -1.29439 1.88 -1.77 -0.26 -0.548
S -3.90383 -3.01874 -0.64385 -0.69 -1.55 -0.13 0.381
S -3.75459 -3.51110 1.31255 0.50 3.56 1.73 0.274
H -1.90831 -4.52702 -0.85345 -0.65 1.61 0.69 0.061
H -1.61806 -2.75130 -1.28544 -0.30 -0.75 -0.34 0.040
H -2.49398 -4.11090 -2.23828 -0.26 1.20 -0.73 0.023
H -3.77525 -4.67235 1.89275 -0.47 -2.29 -0.96 -0.230
C 1.89470 2.49416 1.04885 -0.37 0.76 1.62 -0.030
C 2.31852 3.03268 -0.07632 -0.04 2.13 -0.22 -0.276
N 3.41284 3.96510 -0.29227 0.19 -1.16 -0.03 -0.007
H 2.32438 2.66983 2.04906 0.49 -0.20 -0.78 0.059
H 0.85296 2.23163 1.16997 0.03 -0.90 -0.60 0.044
H 1.65099 3.06403 -0.92800 -0.04 -0.42 -0.15 0.087
H 4.22870 3.78688 0.27333 -0.04 -0.11 0.24 0.057
H 3.12920 4.92306 -0.13449 -0.23 -0.10 -0.08 0.067
```
Forces are in eV/Å.

Results
**F_max**: 3.983 eV/A
**HOMO-LUMO gap**: 9.083 eV
**ΔE to the lowest compared entry with this formula, charge and spin**: 257.46 kJ/mol
**Molecular weight**: 123.246 g mol⁻¹
**Multiplicity**: 1
**Structure (SMILES)**: C=CN.CSS
**E_tot**: -26415.0084 eV



Record 9
Molecular formula: C3H9NS2
Method: DFT, ωB97M-V/def2-TZVPD

```
15
Properties=species:S:1:pos:R:3:forces:R:3:lowdin_charge:R:1
C 1.98380 -0.69859 -0.22596 0.39 0.73 1.54 -0.460
S 1.27118 -1.21297 1.41756 -0.42 -0.03 -1.17 0.341
S -0.47956 -2.06895 0.68893 0.12 -0.08 0.51 0.277
H 2.86122 -1.30110 -0.42507 -0.26 -0.36 -0.53 0.018
H 1.18363 -0.66220 -0.94963 0.11 -0.39 -0.28 -0.001
H 2.34650 0.32449 -0.08617 -0.09 -0.05 0.01 0.017
H -0.20110 -3.37919 0.86100 0.12 0.21 -0.09 -0.202
C -0.87313 2.92919 -0.25822 -0.17 -0.65 0.10 -0.041
C -1.74311 2.47130 -1.16422 0.74 0.54 0.08 -0.303
N -1.46720 2.39786 -2.53826 -0.67 -0.20 1.20 0.033
H 0.19263 2.90860 -0.44748 0.04 0.62 -0.21 0.039
H -1.19819 3.15420 0.74516 0.04 -0.25 0.11 0.036
H -2.72423 2.15670 -0.83414 -0.31 0.36 -0.36 0.098
H -0.48114 2.47545 -2.72896 -0.02 -0.26 -0.37 0.077
H -1.98086 1.64593 -2.96063 0.37 -0.18 -0.56 0.070
```
Forces are in eV/Å.

Results
**F_max**: 1.747 eV/A
**HOMO-LUMO gap**: 8.790 eV
**ΔE to the lowest compared entry with this formula, charge and spin**: 114.16 kJ/mol
**Molecular weight**: 123.246 g mol⁻¹
**Multiplicity**: 1
**Structure (SMILES)**: C=CN.CSS
**E_tot**: -26416.4936 eV



Record 10
Molecular formula: C3H9NS2
Method: DFT, ωB97M-V/def2-TZVPD

```
15
Properties=species:S:1:pos:R:3:forces:R:3:lowdin_charge:R:1
S -0.48414 -2.28219 -0.41475 -0.08 -0.01 0.17 0.328
S -0.90405 -0.65227 0.83687 -0.32 -0.17 -0.14 0.444
C -1.13023 0.55904 -0.51754 1.02 0.06 0.60 -0.540
C 0.16835 1.30684 -0.82915 -0.20 -0.78 -0.68 -0.360
N 0.84642 1.79332 0.35705 0.56 -0.08 -0.30 -0.140
C 2.16275 2.36224 -0.02378 -0.48 -0.87 -0.49 -0.120
H 0.28393 -2.93105 0.46796 0.13 0.05 -0.01 -0.203
H -1.90163 1.25885 -0.20799 -0.20 -0.17 -0.01 0.073
H -1.40696 -0.04769 -1.36878 -0.47 0.27 -0.30 0.037
H 0.80961 0.62365 -1.41492 0.04 -0.05 0.11 0.109
H -0.08974 2.08979 -1.54167 0.07 0.47 0.24 0.114
H 1.06345 0.93481 0.85576 -0.25 0.23 0.45 0.044
H 2.52469 3.05470 0.72892 -0.05 0.31 -0.25 0.071
H 2.91729 1.58269 -0.17999 0.06 -0.16 0.31 0.075
H 2.04446 2.74224 -1.03812 0.16 0.90 0.29 0.070
```
Forces are in eV/Å.

Results
**F_max**: 1.191 eV/A
**HOMO-LUMO gap**: 8.791 eV
**ΔE to the lowest compared entry with this formula, charge and spin**: 77.75 kJ/mol
**Molecular weight**: 123.246 g mol⁻¹
**Multiplicity**: 1
**Structure (SMILES)**: CNCCSS
**E_tot**: -26416.8709 eV



Record 11
Molecular formula: C3H9NS3
Method: DFT, ωB97M-V/def2-TZVPD

```
16
Properties=species:S:1:pos:R:3:forces:R:3:lowdin_charge:R:1
C -2.48366 1.83672 0.59233 -0.67 -0.37 2.80 -0.221
C 2.39665 0.50176 0.54290 0.77 0.12 0.70 -0.625
C 0.32997 -2.52631 -0.94050 0.14 0.98 -1.21 -0.471
N -2.00592 1.10830 -0.49940 -0.21 -0.93 -1.07 -0.554
S 1.30935 1.63763 -0.34303 -1.39 -0.83 -0.22 0.383
S -0.27990 -1.43436 0.37590 -0.31 -0.53 0.38 0.493
S -0.88931 0.17682 -0.83391 1.84 1.32 -0.73 0.559
H -2.10395 1.37610 1.57959 0.19 1.32 -1.18 0.097
H -3.57807 1.65227 0.79797 0.77 0.50 -0.95 0.086
H -2.27457 2.92526 0.41056 -0.20 -1.00 0.69 0.096
H 2.28137 -0.51228 0.04472 0.62 1.13 0.91 -0.010
H 2.17658 0.46897 1.66920 0.21 -0.20 -1.73 0.039
H 3.45079 0.96467 0.42991 -1.53 -1.12 0.02 0.042
H 0.73115 -2.01318 -1.81633 -0.47 0.92 -0.06 0.037
H -0.32818 -3.26114 -1.38805 -0.35 -0.24 0.70 0.038
H 1.26770 -2.90123 -0.62187 0.59 -1.06 0.95 0.013
```
Forces are in eV/Å.

Results
**F_max**: 2.906 eV/A
**HOMO-LUMO gap**: 7.334 eV
**ΔE to the lowest compared entry with this formula, charge and spin**: 235.87 kJ/mol
**Molecular weight**: 155.313 g mol⁻¹
**Multiplicity**: 1
**E_tot**: -37249.5077 eV



Record 12
Molecular formula: C3H9NSi
Method: DFT, ωB97M-V/def2-TZVPD

```
14
Properties=species:S:1:pos:R:3:forces:R:3:lowdin_charge:R:1
C -1.41510 2.16737 -0.78031 -0.12 1.75 -1.32 -0.083
C -0.29861 1.51044 -0.83166 2.15 -0.76 -0.27 -0.307
C 0.91751 -2.13305 0.46944 -0.75 1.15 2.23 -0.208
N -0.18985 -1.25640 0.14008 0.09 0.36 -0.27 -0.242
Si 0.09467 0.38486 0.52330 2.73 -1.23 -1.25 0.523
H -1.62095 2.94429 -1.47943 -0.46 0.47 -0.66 0.048
H -2.08218 2.09979 0.01778 -1.12 -0.39 1.21 0.030
H 0.54676 1.63090 -1.56751 -1.38 0.15 0.40 0.080
H 0.53543 -2.89117 1.15706 0.60 -0.48 -0.31 0.073
H 1.42752 -2.45463 -0.37648 0.80 -1.22 -1.51 0.049
H 1.65691 -1.50198 1.01575 -0.39 -0.79 -0.10 0.033
H -0.73084 -1.48901 -0.66528 -0.11 -0.29 -0.35 0.060
H 1.65588 0.45253 0.61504 -1.11 0.28 0.26 -0.002
H -0.49718 0.53605 1.76223 -0.96 1.03 1.94 -0.053
```
Forces are in eV/Å.

Results
**F_max**: 3.248 eV/A
**HOMO-LUMO gap**: 9.987 eV
**ΔE to the lowest compared entry with this formula, charge and spin**: 92.48 kJ/mol
**Molecular weight**: 87.198 g mol⁻¹
**Multiplicity**: 1
**Structure (SMILES)**: C=C[SiH2]NC
**E_tot**: -12623.3045 eV